No. 1
The following is a DFT calculation (ωB97M-V with the def2-TZVPD basis set) of 2 unconnected molecules or ions with the total composition C16H43N6O2P2 in a non-equilibrium geometry.

The geometry in XYZ format:
```
69
Properties=species:S:1:pos:R:3:forces:R:3
P -1.380347 -4.478389 2.901881 0.0 -1.4 -4.0
P -2.049498 3.161213 -1.986763 -3.1 -3.0 -5.2
O -2.256435 2.051569 -0.939289 1.7 2.4 1.9
O -1.243534 -4.869358 1.438384 0.0 1.1 2.7
N -3.700596 3.369174 -2.391550 -0.9 0.7 -0.3
N -1.118994 2.195031 -3.063145 1.4 -0.8 0.6
N -2.500154 -3.115982 3.006512 1.4 0.4 0.3
N -1.299900 -1.199924 2.286409 -1.1 0.0 0.2
N -2.759176 -2.255101 0.727059 0.6 0.1 0.9
N -1.675720 4.534554 -3.022034 1.3 0.0 2.0
C -2.509342 5.196198 -4.009571 -0.8 0.7 0.4
C -4.521928 2.377515 -3.060003 0.1 -0.3 0.0
C -2.160950 -2.139175 2.013090 -0.1 -0.5 -0.7
C -0.857500 -0.116568 1.385802 1.6 0.4 -1.1
C 2.452236 -0.702074 3.210420 0.6 0.6 -0.2
C 0.718340 -0.309765 1.244370 -0.2 0.6 0.4
C 1.523933 0.313402 2.453236 -0.7 -0.6 0.8
C 3.121355 -2.855055 1.994842 0.8 -0.1 -1.5
C 3.570528 -1.372533 2.268271 -1.7 0.2 1.3
C -0.220646 1.229239 -2.436342 -0.1 0.0 0.2
C -4.476346 4.028749 -1.343831 0.4 0.2 0.2
C 4.290667 -3.859623 1.663524 -0.3 -0.4 1.0
C -0.267332 4.909244 -3.129518 0.1 0.0 0.2
C 6.465935 -4.992082 2.301424 -0.2 0.5 -0.1
C -1.549759 1.674307 -4.342004 0.0 0.6 -0.5
C 5.579519 -3.698125 2.550154 0.6 -0.6 -1.6
H -0.683407 1.386736 -4.947089 0.0 0.0 0.2
H -1.834984 -5.590461 3.661517 -0.2 0.9 0.3
H 6.554594 -5.187884 1.197479 -0.1 0.3 1.0
H 0.301891 4.529679 -2.279843 0.0 -0.1 -0.1
H 0.758039 0.683441 3.197268 0.8 -0.1 -0.6
H -2.182897 0.786404 -4.230260 -0.1 0.0 0.0
H -1.277809 -0.198651 0.352962 -0.1 -0.1 1.2
H -2.004151 6.070010 -4.430701 0.3 -0.2 0.2
H -2.046497 -2.487077 0.025677 -0.3 -0.3 0.3
H -2.077556 2.416766 -4.937585 -0.2 0.1 0.1
H -5.506795 4.210294 -1.656917 0.1 -0.1 -0.2
H -4.864515 1.586914 -2.382723 -0.1 -0.1 0.0
H -4.040053 5.006724 -1.111442 0.0 0.0 0.1
H 5.377171 -3.514466 3.629838 0.0 -0.2 -0.8
H 3.598779 -0.727624 1.355882 0.3 -0.8 0.5
H 2.978029 -0.128156 4.016370 -0.5 -0.4 -0.6
H 5.986542 -5.896084 2.743199 0.5 0.6 -0.1
H -3.429888 5.584153 -3.575109 0.0 -0.2 -0.1
H 6.172009 -2.841151 2.130922 -0.5 -0.5 0.6
H 4.576427 -3.872077 0.583304 -0.2 0.3 0.8
H 1.860826 -1.495730 3.744861 0.4 0.7 -0.6
H 4.524190 -1.272847 2.831399 -0.5 -0.4 -0.7
H -1.125891 0.883105 1.801988 0.1 -0.9 -0.2
H 0.877031 -1.414394 1.179656 0.1 0.9 -0.2
H 7.501448 -4.841083 2.682633 -0.8 -0.3 -0.1
H -0.145726 5.995247 -3.123879 0.0 0.0 0.0
H -0.749504 0.310669 -2.148479 0.1 -0.1 0.1
H -5.401248 2.870166 -3.490474 0.0 0.0 0.2
H -2.383695 -2.719771 3.951149 -0.3 0.1 -0.4
H 2.105032 1.213173 2.144636 -0.4 -0.7 0.1
H -4.497508 3.435565 -0.421602 -0.1 0.0 0.0
H 2.461123 -2.830436 1.080685 0.4 -0.2 0.9
H 0.594853 0.958752 -3.115124 -0.2 0.1 -0.1
H 0.172801 4.508231 -4.048043 0.0 0.0 0.0
H 0.245521 1.654130 -1.546087 -0.1 -0.1 0.0
H -0.900891 -1.197364 3.229220 0.0 0.1 -0.4
H -4.026931 1.917950 -3.906151 0.3 -0.1 0.0
H -2.763539 4.538407 -4.843725 0.0 -0.2 0.1
H -3.181729 -1.370277 0.436114 0.1 -0.1 0.2
H 2.516754 -3.309329 2.818593 0.6 0.7 -0.4
H -0.164272 -4.022358 3.495098 -0.5 0.0 0.1
H 3.889447 -4.891856 1.877103 0.3 0.9 -0.3
H 1.062624 0.186120 0.306349 -0.5 -0.6 0.6
```
Positions in Å, forces in eV/Å.

Calculated values
E_HOMO = -0.377 Ha
net charge = +1
relative energy (zero: lowest compared OMol25 entry of this formula, charge and spin) = 0.0 kcal per mole

=====

No. 2
The following is a DFT calculation (ωB97M-V with the def2-TZVPD basis set) of 5 unconnected molecules or ions with the total composition C16H43NO12PS in a non-equilibrium geometry.

The geometry in XYZ format:
```
74
Properties=species:S:1:pos:R:3:forces:R:3
S -7.853761 0.019854 -0.147325 -6.2 -1.6 6.3
P -5.882566 -0.072769 -1.041234 2.2 -0.6 -1.1
O -3.494013 0.817053 -4.133162 -0.2 0.3 -0.4
O -5.051082 1.454263 -0.945266 0.4 -1.8 2.1
O -3.353857 0.921921 2.672826 0.5 -0.1 0.1
O -8.957668 0.433318 -1.150293 3.9 -1.2 1.8
O 8.489763 -4.098218 2.773393 -0.4 0.3 0.0
O 6.673991 -2.877796 0.769013 0.4 -0.4 0.0
O -2.440623 1.141955 5.487357 -0.3 0.2 -0.2
O -7.870585 0.967583 1.102307 0.8 -2.2 -3.7
O 1.058102 1.098161 -0.120187 0.4 0.3 0.1
O -3.578467 1.722288 -6.957594 0.4 -0.3 0.1
O 4.007747 1.035554 -0.435898 -0.4 -0.3 -0.1
O -8.141241 -1.574215 0.485037 1.6 5.5 -3.2
N -4.965668 -1.173966 0.032134 0.3 1.5 -0.6
C -2.097670 1.446736 2.255098 -0.3 0.0 -0.1
C 6.698311 -4.267225 1.115828 -0.3 0.4 0.4
C -3.206396 -0.179653 3.576251 -0.6 0.3 0.1
C -4.624997 0.689015 -5.001599 0.5 -0.4 0.0
C 3.068491 1.115052 -1.514259 0.1 0.5 0.4
C -4.188970 0.525714 -6.460723 -0.3 0.5 0.3
C 4.016467 -0.250304 0.176008 0.2 0.2 0.0
C 7.121263 -4.468583 2.574045 0.4 -0.2 -0.4
C 8.618916 -2.821499 3.388983 0.1 -0.2 0.0
C -2.158499 1.623550 -7.000910 -0.3 0.2 0.0
C -3.266078 2.165659 -3.739523 -0.1 -0.1 0.2
C 1.240514 1.593492 1.201561 -0.1 -0.1 -0.1
C 7.816798 -2.492429 0.011768 -0.2 0.1 0.1
C 1.795095 1.852099 -1.088753 -0.1 -0.6 -0.1
C -2.869202 2.499145 5.488429 0.1 -0.2 0.1
C -3.460987 0.251052 5.023838 0.5 -0.1 -0.2
H -4.454661 0.703957 5.130502 0.1 0.0 -0.1
H -1.751922 2.622396 -7.179542 -0.1 -0.1 0.0
H 0.832631 0.861082 1.901300 0.0 0.0 -0.2
H 0.694446 2.534863 1.322338 0.1 0.0 0.1
H -4.026365 2.472591 -3.013773 0.1 0.0 0.0
H 7.998099 -2.068562 2.896514 0.0 0.0 0.0
H -5.076869 0.344118 -7.074628 0.0 0.0 0.0
H -2.285321 2.222352 -3.262732 0.0 -0.1 0.0
H 8.344726 -2.891537 4.446749 0.0 0.1 0.0
H 3.552362 1.683090 -2.315148 0.0 0.0 0.0
H -1.627953 0.758356 1.546410 0.2 0.0 0.0
H 2.029060 2.854734 -0.709449 0.1 -0.2 0.0
H -3.957452 -0.924225 3.293855 0.0 0.0 0.0
H 1.147064 1.967265 -1.963530 0.0 0.0 0.0
H -5.305230 1.542332 -4.887484 0.1 -0.1 -0.1
H -3.425847 -0.635357 5.665310 0.0 0.0 0.0
H -1.994911 3.134447 5.644743 0.0 -0.1 0.0
H 8.745573 -2.843827 0.468332 0.0 0.0 0.0
H 4.583630 -0.181281 1.107926 0.0 0.1 -0.2
H -4.551612 -1.973505 -0.495310 -0.5 1.3 0.6
H 2.297139 1.747894 1.435137 0.0 0.0 0.0
H -2.217922 -0.642776 3.470454 0.0 0.1 0.1
H -1.747551 1.244638 -6.061707 -0.1 0.0 0.0
H 7.732881 -2.882927 -1.006666 0.1 0.0 0.0
H 2.835034 0.116925 -1.904129 -0.1 0.1 0.1
H 7.349211 -4.829050 0.435063 0.0 0.1 0.1
H 4.512832 -0.968688 -0.482996 0.0 -0.1 0.1
H 7.844060 -1.400602 -0.033832 -0.1 -0.1 0.0
H -1.427948 1.622464 3.100761 0.0 0.0 0.0
H -3.337640 2.777811 4.540925 0.0 0.0 0.0
H -3.573188 2.663989 6.310735 -0.1 0.1 -0.1
H -3.277553 2.845884 -4.595102 0.0 0.0 -0.1
H 3.006695 -0.597356 0.409392 0.0 0.0 -0.1
H -4.376740 1.461289 -0.181994 -1.7 0.0 -1.4
H 6.462378 -3.915030 3.254735 0.1 0.0 -0.2
H -1.859436 0.971472 -7.826800 0.1 -0.1 0.0
H 5.677950 -4.643301 0.990720 0.0 0.0 0.0
H 7.039778 -5.532295 2.819644 0.0 0.0 0.0
H -3.517896 -0.333723 -6.578138 0.0 0.1 0.1
H -4.258313 -0.662215 0.608000 -0.8 -0.8 -0.5
H 9.663611 -2.511434 3.318964 -0.1 -0.1 0.0
H -5.163524 -0.212755 -4.692984 0.0 0.1 0.0
H -2.276432 2.399686 1.750282 -0.1 -0.1 0.0
```
Positions in Å, forces in eV/Å.

Calculated values
E_HOMO = -0.168 Ha
net charge = -1

=====

> Which of these has the highest net charge?

C16H43N6O2P2

=====

> Among the records above, which one has the highest E_HOMO?

C16H43NO12PS